# 1
Entry from the Open Molecules 2025 dataset: a structure of composition C25H42AlBrFN11O2P (ωB97M-V/def2-TZVPD).

Geometry as XYZ:
```
84
Properties=species:S:1:pos:R:3
C -7.55958 1.38931 -2.97291
C -6.02216 1.49305 -2.32232
Br -4.94869 2.93785 -3.21166
C -5.18648 0.07627 -2.48626
Al -5.59338 -1.20949 -0.94077
F -7.33297 -2.02053 -1.12057
C -4.26447 -2.82238 -0.90545
C -4.99322 -3.98189 0.01267
O -5.64830 -4.96887 -0.60436
P -5.36274 -0.21153 1.19271
N -4.73401 1.45109 1.03195
O -6.99394 -0.23500 1.86109
H -7.68909 2.39051 -3.59157
H -8.37133 1.45607 -2.10372
H -7.71666 0.41745 -3.61253
H -6.12397 1.77703 -1.19181
H -5.54546 -0.38231 -3.52714
H -4.01297 0.26727 -2.55418
H -3.32835 -2.45321 -0.30813
H -4.05476 -3.13757 -2.01272
H -4.94172 -3.91347 1.19785
H -3.92271 1.40690 0.35259
H -4.41960 1.72219 1.98928
H -7.30476 -1.18685 1.65974
C -0.59895 1.82019 -0.79679
C -1.58743 0.67148 -0.91430
N -2.40742 -0.28148 -1.01174
H 0.00327 1.88838 -1.70701
H -1.13658 2.76157 -0.65419
H 0.06391 1.65584 0.05715
C 2.84143 -0.41074 -3.28388
C 2.43058 0.83011 -2.50805
N 2.08978 1.85952 -1.86446
H 3.06996 -1.22510 -2.59077
H 2.02846 -0.72333 -3.94489
H 3.72826 -0.19694 -3.88673
C -0.75460 1.95797 -5.30500
C 0.52117 1.13724 -5.40100
N 1.57950 0.45635 -5.48064
H -0.72171 2.59570 -4.41730
H -0.86023 2.58805 -6.19236
H -1.62061 1.29414 -5.23454
C 2.68099 4.76117 -5.92129
C 1.38073 5.35489 -5.40434
N 0.30204 5.84738 -4.97551
H 3.19585 5.48734 -6.55643
H 3.33062 4.49855 -5.08191
H 2.47332 3.86088 -6.50605
C 0.20928 -2.62370 1.73778
C -0.04806 -1.14422 1.97299
N -0.26160 0.08312 2.16811
H 0.83782 -2.75670 0.85287
H 0.71773 -3.05600 2.60390
H -0.73826 -3.14706 1.58332
C 3.82554 1.23494 2.63980
C 3.30372 -0.12248 2.19761
N 2.87083 -1.24854 1.83073
H 3.15424 1.66701 3.38711
H 4.82218 1.12706 3.07642
H 3.88403 1.90965 1.78134
C 7.17037 1.14870 5.94916
C 6.66729 1.70081 4.62534
N 6.24996 2.15888 3.52715
H 6.38688 0.55400 6.42693
H 8.04539 0.51510 5.78046
H 7.44889 1.97068 6.61428
C -7.72371 -4.40487 2.59570
C -7.32839 -3.44163 3.70309
N -7.00041 -2.64254 4.62173
H -7.64522 -5.43557 2.95249
H -8.75440 -4.21311 2.28510
H -7.06235 -4.27486 1.73471
C 10.92485 2.05173 4.24343
C 10.32948 1.78233 5.61579
N 9.83554 1.55883 6.75425
H 11.12956 3.11981 4.12900
H 11.85901 1.49562 4.12659
H 10.22405 1.73816 3.46486
C 4.67227 -4.05631 1.49485
C 5.94804 -4.87704 1.39885
N 7.00637 -5.55794 1.31922
H 4.70516 -3.41858 2.38256
H 4.56664 -3.42623 0.60749
H 3.80626 -4.72014 1.56531
```

For the LUMO energy, the calculation gives 1.17 eV. Its charge is -1.

=====

# 2
Entry from the Open Molecules 2025 dataset: a cluster of 2 separate species, C7H9PS in total (ωB97M-V/def2-TZVPD).

Geometry as XYZ:
```
18
Properties=species:S:1:pos:R:3
C -2.05443 -2.13465 -0.37029
C -1.03811 -1.76191 -1.22813
C -2.46657 -1.34829 0.68367
C -0.25293 -0.64526 -0.91096
C -1.66626 -0.22957 1.01140
C -0.55513 0.07357 0.25209
C 3.47908 1.95028 0.43443
P 0.54502 1.53769 0.86137
S 2.08825 0.91311 -0.29106
H -2.64357 -3.08560 -0.43890
H -0.88754 -2.26890 -2.20376
H -3.36382 -1.76115 1.21385
H 0.46731 -0.30557 -1.68387
H -1.86311 0.47952 1.85309
H 3.93507 1.17262 1.06628
H 2.85981 2.62839 0.95027
H 4.00737 2.24891 -0.50596
H -0.59043 2.53681 -0.69351
```

For the LUMO energy (spin up / spin down), the calculation gives -0.34 / -0.34 eV. Its charge is 0.

=====

no.,molar mass (u)
1,685.544
2,156.190